P | Density functional theory data (ωB97M-V with the def2-TZVPD basis set) for a 2-piece molecular cluster, C6H7N overall.

Each line ends with the natural charge from an NBO analysis.
Cartesian coordinates (Å):
C: -2.601 -0.250 0.014  -0.19
C: 1.306 1.305 -0.692  -0.41
C: 0.492 -1.239 -0.029  -0.47
C: 1.566 0.709 0.708  -0.27
C: 1.451 -0.170 -0.409  -0.01
C: 0.300 -0.118 0.870  0.14
N: -1.934 0.699 0.294  -0.28
H: -3.537 -0.223 -0.429  0.18
H: -2.360 -1.341 0.344  0.15
H: 0.337 1.773 -0.861  0.24
H: 2.236 1.574 -1.203  0.22
H: -0.216 -1.479 -0.785  0.23
H: 0.755 -2.141 0.622  0.24
H: 2.206 0.902 1.555  0.24

Output
Lowest unoccupied orbital energy (alpha / beta) ... 0.720 / -0.002 eV
Kohn-Sham gap (alpha / beta) ... 8.982 / 7.345 eV

***

Q | Density functional theory data (ωB97M-V with the def2-TZVPD basis set) for a 2-piece molecular cluster, C6H7N overall.

Each line ends with the natural charge from an NBO analysis.
Cartesian coordinates (Å):
C: -0.312 -0.772 -1.260  -0.07
C: 1.177 0.325 1.333  0.23
C: -0.188 -2.067 -1.543  -0.38
C: -1.409 0.303 -1.111  -0.48
C: 0.779 1.167 2.448  -0.30
C: 0.083 0.596 -1.204  -0.07
N: 1.977 0.187 2.265  -0.36
H: 0.844 -2.484 -1.713  0.21
H: -1.085 -2.705 -1.771  0.21
H: -2.065 0.563 -1.918  0.22
H: -1.704 0.521 -0.090  0.21
H: 1.113 2.159 2.636  0.19
H: 0.009 0.914 3.240  0.19
H: 0.782 1.292 -1.312  0.20

Output
Lowest unoccupied orbital energy (alpha / beta) ... -0.493 / -1.463 eV
Kohn-Sham gap (alpha / beta) ... 8.801 / 6.489 eV

***

The winner here is Q, beating the second structure by 0.873 eV.

***

P | Density functional theory data (ωB97M-V with the def2-TZVPD basis set) for C6H7N as an isolated structure.

Each line ends with the natural charge from an NBO analysis.
Cartesian coordinates (Å):
C: 0.356 1.145 -0.056  -0.07
C: 1.420 1.658 -0.698  -0.10
C: 1.131 0.042 0.267  0.19
C: 2.368 0.853 0.300  -0.49
C: -1.983 0.967 -0.178  -0.09
C: -2.573 -0.205 -0.053  -0.49
N: 0.923 -1.257 -0.058  -0.82
H: 3.227 0.493 -0.388  0.22
H: 2.588 1.502 1.167  0.24
H: -2.391 1.954 -0.248  0.19
H: -2.013 -1.086 0.239  0.19
H: -0.012 -1.567 0.214  0.40
H: -3.618 -0.300 -0.220  0.22
H: 1.538 -1.988 -0.564  0.43

Output
Lowest unoccupied orbital energy ... 0.579 eV
Kohn-Sham gap ... 8.592 eV

***

Q | Density functional theory data (ωB97M-V with the def2-TZVPD basis set) for the molecule C6H7N.

Each line ends with the natural charge from an NBO analysis.
Cartesian coordinates (Å):
N: -0.654 3.016 -0.879  -0.33
C: -0.427 2.046 -0.291  0.29
C: -0.146 0.794 0.420  -0.33
C: 1.239 0.191 0.038  -0.42
C: 0.930 -1.265 -0.194  -0.19
C: -0.372 -1.530 -0.152  -0.19
C: -1.209 -0.306 0.114  -0.42
H: -0.158 1.021 1.491  0.25
H: 1.650 0.662 -0.864  0.23
H: 1.972 0.346 0.837  0.22
H: 1.709 -1.993 -0.402  0.22
H: -0.818 -2.506 -0.319  0.22
H: -1.822 -0.041 -0.756  0.23
H: -1.896 -0.436 0.958  0.22

Output
Lowest unoccupied orbital energy ... 0.884 eV
Kohn-Sham gap ... 10.647 eV

***

The winner here is Q, beating the second structure by 7.994 eV.

***

P | Density functional theory data (ωB97M-V with the def2-TZVPD basis set) for the molecule C3H5ClN2S.

Each line ends with the natural charge from an NBO analysis.
Cartesian coordinates (Å):
C: -2.534 -0.673 -0.055  -0.16
C: -0.479 0.626 -0.103  0.00
C: 0.895 0.373 0.569  -0.59
N: -1.359 -0.466 0.351  -0.44
N: -0.828 1.921 0.320  -0.27
S: -3.702 -1.848 0.079  0.23
Cl: -2.405 2.413 -0.023  0.15
H: -3.127 0.207 -0.348  0.22
H: -0.595 0.559 -1.170  0.21
H: 0.835 0.900 1.480  0.22
H: 1.684 0.726 0.030  0.21
H: 1.204 -0.595 0.761  0.23

Output
Lowest unoccupied orbital energy (alpha / beta) ... -2.573 / -1.245 eV
Kohn-Sham gap (alpha / beta) ... 6.605 / 7.970 eV

***

Q | Density functional theory data (ωB97M-V with the def2-TZVPD basis set) for C3H5ClN2S as an isolated structure.

Each line ends with the natural charge from an NBO analysis.
Cartesian coordinates (Å):
C: 1.274 -0.815 -0.493  0.17
C: -0.994 0.497 0.440  -0.29
C: -0.089 1.335 -0.371  -0.49
N: -1.201 -0.685 -0.157  -0.55
N: 1.784 -1.879 -0.309  -0.64
S: 1.586 0.741 -0.874  0.35
Cl: -1.230 -1.705 0.999  0.16
H: -0.450 0.483 1.432  0.17
H: -1.909 0.972 0.416  0.22
H: -0.674 1.625 -1.267  0.22
H: 0.133 2.254 0.124  0.22
H: 1.770 -2.822 0.060  0.44

Output
Lowest unoccupied orbital energy (alpha / beta) ... 0.116 / -0.130 eV
Kohn-Sham gap (alpha / beta) ... 8.073 / 6.732 eV

***

The winner here is P, beating the second structure by 0.424 eV.

***

P | Density functional theory data (ωB97M-V with the def2-TZVPD basis set) for an isolated ion of composition C6H13O and charge -1.

Each line ends with the natural charge from an NBO analysis.
Cartesian coordinates (Å):
C: 1.270 -0.210 1.934  -0.60
C: 0.195 0.369 0.995  -0.23
C: 0.731 1.746 0.510  -0.61
C: 0.195 -0.576 -0.217  -0.41
C: -0.514 -0.206 -1.516  -0.47
C: -1.946 -1.016 -1.632  0.03
O: -1.882 -2.125 -2.351  -0.94
H: 0.869 -1.186 2.199  0.20
H: 1.345 0.282 2.912  0.19
H: 2.233 -0.276 1.441  0.20
H: -0.835 0.468 1.330  0.21
H: 1.795 1.883 0.722  0.18
H: 0.216 2.566 1.020  0.19
H: 0.665 1.887 -0.562  0.22
H: 1.210 -0.937 -0.429  0.18
H: -0.215 -1.546 0.107  0.20
H: 0.153 -0.463 -2.341  0.19
H: -0.784 0.853 -1.626  0.16
H: -2.040 -1.299 -0.550  0.05
H: -2.658 -0.215 -1.944  0.05

Output
Total charge ... -1
Lowest unoccupied orbital energy ... 3.690 eV
Kohn-Sham gap ... 5.731 eV

***

Q | Density functional theory data (ωB97M-V with the def2-TZVPD basis set) for a 2-piece molecular cluster, C6H13O overall.

Each line ends with the natural charge from an NBO analysis.
Cartesian coordinates (Å):
C: 0.025 -1.317 -1.885  -0.01
O: -0.883 -0.889 -0.986  -0.95
C: 0.200 -2.850 -1.857  -0.64
H: 1.044 -0.879 -1.710  0.07
H: -0.226 -1.042 -2.937  0.08
H: 0.893 -3.241 -2.616  0.16
H: -0.776 -3.320 -1.988  0.19
H: 0.578 -3.124 -0.866  0.18
C: 0.552 0.155 1.408  -0.70
C: -0.121 1.497 1.426  0.09
C: -0.445 2.133 2.552  -0.50
C: -0.428 2.060 0.076  -0.68
H: 0.055 -0.493 0.638  0.32
H: 0.500 -0.285 2.410  0.18
H: 1.618 0.273 1.184  0.19
H: -0.933 3.100 2.535  0.18
H: -0.218 1.650 3.497  0.18
H: -1.081 2.934 0.099  0.18
H: -0.847 1.261 -0.548  0.30
H: 0.495 2.377 -0.433  0.20

Output
Total charge ... -1
Lowest unoccupied orbital energy ... 3.959 eV
Kohn-Sham gap ... 6.643 eV

***

R | Density functional theory data (ωB97M-V with the def2-TZVPD basis set) for a 2-piece molecular cluster, C6H13O overall.

Each line ends with the natural charge from an NBO analysis.
Cartesian coordinates (Å):
C: -2.699 0.303 -1.377  -0.20
O: -3.074 -0.960 -1.034  -0.99
C: 1.366 0.899 -0.422  -0.16
C: 1.470 -0.058 0.635  -0.32
C: 1.771 1.257 1.304  -0.64
C: 0.051 -0.537 0.629  -0.40
C: -0.113 -1.712 -0.357  -0.62
H: -3.150 0.727 -2.352  0.06
H: -3.078 1.035 -0.638  0.08
H: 2.254 1.189 -0.927  0.10
H: -1.578 0.405 -1.433  0.09
H: 2.235 -0.840 0.874  0.19
H: 2.401 1.954 0.803  0.27
H: 0.834 1.672 1.808  0.24
H: 2.442 1.014 2.214  0.24
H: -0.638 0.239 0.357  0.25
H: -0.211 -0.749 1.643  0.17
H: 0.709 -1.482 -1.060  0.17
H: 0.073 -2.659 0.125  0.18
H: -1.064 -1.696 -0.792  0.29

Output
Total charge ... -1
Lowest unoccupied orbital energy ... 3.227 eV
Kohn-Sham gap ... 5.116 eV

***

S | Density functional theory data (ωB97M-V with the def2-TZVPD basis set) for a 2-piece molecular cluster, C6H13O overall.

Each line ends with the natural charge from an NBO analysis.
Cartesian coordinates (Å):
C: -0.618 2.109 -1.381  0.00
O: 0.228 1.147 -0.952  -0.98
C: -1.698 2.468 -0.342  -0.64
H: -1.171 1.829 -2.313  0.07
H: -0.100 3.067 -1.649  0.07
H: -2.410 3.222 -0.706  0.16
H: -1.218 2.843 0.565  0.18
H: -2.244 1.558 -0.072  0.19
C: 1.698 -0.586 1.038  -0.68
C: 0.682 -1.647 0.723  0.10
C: 0.038 -2.320 1.675  -0.49
C: 0.407 -1.862 -0.738  -0.69
H: 2.670 -0.868 0.624  0.19
H: 1.792 -0.446 2.115  0.18
H: 1.368 0.344 0.549  0.31
H: -0.716 -3.060 1.423  0.18
H: 0.232 -2.122 2.723  0.18
H: -0.389 -2.594 -0.882  0.18
H: 1.318 -2.203 -1.236  0.19
H: 0.134 -0.881 -1.162  0.31

Output
Total charge ... -1
Lowest unoccupied orbital energy ... 4.025 eV
Kohn-Sham gap ... 6.701 eV

***

The winner here is S, beating the second structure by 0.050 eV.

***

P | Density functional theory data (ωB97M-V with the def2-TZVPD basis set) for an isolated ion of composition C6H13O and charge -1.

Each line ends with the natural charge from an NBO analysis.
Cartesian coordinates (Å):
C: 0.278 -1.593 -2.008  -0.60
C: -0.075 -1.007 -0.641  -0.42
C: -0.139 0.497 -0.374  -0.22
C: -0.846 1.254 -1.502  -0.61
C: -0.654 0.751 1.047  -0.42
C: 0.364 0.445 2.171  0.00
O: 1.244 -0.529 1.940  -0.94
H: -0.206 -1.069 -2.828  0.18
H: 1.332 -1.698 -2.288  0.19
H: -0.140 -2.603 -2.051  0.19
H: 0.447 -1.499 0.184  0.28
H: -1.145 -1.246 -0.586  0.16
H: 0.860 0.961 -0.338  0.19
H: -0.165 1.421 -2.335  0.19
H: -1.090 2.267 -1.152  0.20
H: -1.683 0.698 -1.942  0.18
H: -1.051 1.783 1.062  0.17
H: -1.552 0.147 1.196  0.16
H: 0.841 1.423 2.526  0.05
H: -0.280 0.386 3.116  0.05

Output
Total charge ... -1
Lowest unoccupied orbital energy ... 3.895 eV
Kohn-Sham gap ... 6.075 eV

***

Q | Density functional theory data (ωB97M-V with the def2-TZVPD basis set) for an isolated ion of composition C6H13O and charge -1.

Each line ends with the natural charge from an NBO analysis.
Cartesian coordinates (Å):
C: 0.253 2.266 0.283  -0.61
C: -0.257 0.798 0.300  -0.27
C: -1.739 0.600 0.646  -0.62
C: 0.182 0.061 -0.976  -0.39
C: 0.281 -1.465 -0.867  -0.42
C: 1.181 -2.007 0.238  0.00
O: 0.841 -1.718 1.501  -0.95
H: 1.328 2.161 0.189  0.20
H: 0.089 2.720 1.261  0.19
H: -0.253 2.800 -0.521  0.18
H: 0.248 0.234 1.100  0.28
H: -2.210 1.459 1.134  0.18
H: -1.828 -0.204 1.380  0.23
H: -2.308 0.294 -0.240  0.18
H: -0.544 0.290 -1.769  0.17
H: 1.223 0.367 -1.120  0.19
H: 0.651 -1.850 -1.829  0.17
H: -0.688 -1.979 -0.746  0.18
H: 1.299 -3.135 0.040  0.06
H: 2.252 -1.692 -0.003  0.05

Output
Total charge ... -1
Lowest unoccupied orbital energy ... 3.934 eV
Kohn-Sham gap ... 6.155 eV

***

The winner here is Q, beating the second structure by 0.191 eV.

***

P | Density functional theory data (ωB97M-V with the def2-TZVPD basis set) for the molecule C2HClFN.

Each line ends with the natural charge from an NBO analysis.
Cartesian coordinates (Å):
N: 1.464 0.177 -1.638  -0.16
C: 0.719 -0.362 -0.798  0.18
C: -0.186 -0.129 0.251  0.05
F: -1.494 -0.503 -0.090  -0.33
Cl: -0.385 1.419 1.060  0.01
H: -0.117 -0.601 1.215  0.24

Output
Lowest unoccupied orbital energy ... -0.789 eV
Kohn-Sham gap ... 10.892 eV

***

Q | Density functional theory data (ωB97M-V with the def2-TZVPD basis set) for the molecule C2HClFN.

Each line ends with the natural charge from an NBO analysis.
Cartesian coordinates (Å):
C: 0.305 -1.356 -0.673  -0.04
C: -0.289 0.070 0.258  0.56
N: -0.755 1.256 0.211  -0.70
F: -0.370 -0.609 1.406  -0.33
Cl: 1.930 -1.230 -0.639  0.13
H: -0.821 1.869 -0.563  0.39

Output
Lowest unoccupied orbital energy ... -1.230 eV
Kohn-Sham gap ... 8.154 eV

***

The winner here is P, beating the second structure by 2.423 eV.